Entry from OMol25: C56H39LiN8O6Se as an isolated structure (wB97M-V/def2-TZVPD).

```
111
Properties=species:S:1:pos:R:3:mulliken_charge:R:1
Li 0.3554 -0.1781 0.3926 1.402
C 7.0812 0.1398 3.2209 -0.348
C 6.1730 -0.3604 4.1429 -0.797
C 4.8552 -0.6075 3.7713 -0.136
C 4.4076 -0.3549 2.4720 -0.053
C 5.3452 0.1281 1.5479 -0.214
C 6.6593 0.3761 1.9156 -0.809
C 3.0034 -0.5714 2.0353 1.349
C 1.9658 0.0802 2.6939 0.179
C 2.0530 0.7839 3.9803 -1.381
C 0.7893 1.0447 4.3744 -1.164
C -0.0927 0.5948 3.2921 0.214
C -1.4821 0.6559 3.2348 1.301
C -2.2481 0.7432 4.4984 0.079
C -3.1405 -0.2736 4.8646 -0.280
C -3.8712 -0.2060 6.0416 -0.804
C -3.7303 0.8780 6.9018 -0.448
C -2.8434 1.8898 6.5632 -1.062
C -2.1209 1.8255 5.3779 0.316
C -2.2062 0.4997 1.9910 -0.809
N -1.6840 0.7626 0.7268 1.193
C -2.6722 0.7800 -0.2128 -1.296
C -1.7732 1.2864 -1.3418 1.198
C -1.0367 3.4057 -2.4889 -0.090
C 0.1903 2.8711 -2.8861 0.185
C 1.2537 3.7002 -3.2079 -0.948
C 1.1124 5.0823 -3.1438 -0.592
C -0.1000 5.6220 -2.7368 -0.975
C -1.1650 4.7876 -2.4142 -0.009
C -1.2999 -0.0322 -1.9629 0.321
C -1.9134 -0.8451 -2.9833 -1.434
C -1.2650 -2.0533 -2.9437 -1.489
C -0.2889 -1.9656 -1.8902 -0.545
N -0.3591 -0.7112 -1.3309 0.100
C 0.6738 -2.9182 -1.5174 1.572
C 1.7125 -2.6432 -0.5846 -0.074
C 2.9868 -3.2866 -0.4042 -1.342
C 3.6798 -2.5291 0.5069 -1.399
C 2.7889 -1.4776 0.9274 -0.077
N 1.6343 -1.5707 0.2586 0.566
C 0.5251 -4.2949 -2.0662 0.202
C 1.5683 -5.0117 -2.6555 -0.259
C 1.3946 -6.3204 -3.0837 -0.775
C 0.1658 -6.9506 -2.9439 -0.356
C -0.8911 -6.2443 -2.3846 -0.791
C -0.7123 -4.9386 -1.9489 -0.212
C -3.8625 0.4375 0.3689 -1.764
C -3.5688 0.2701 1.7542 -0.777
N 0.6596 0.0334 2.3064 -0.247
H 8.1069 0.3365 3.5103 0.364
H 6.4943 -0.5737 5.1570 0.354
H 4.1600 -1.0243 4.4904 0.556
H 5.0121 0.3168 0.5341 0.439
H 7.3578 0.7664 1.1836 0.363
H 2.9589 1.0125 4.5225 0.622
H 0.4877 1.5235 5.2941 0.430
H -3.2343 -1.1349 4.2149 0.554
H -4.5536 -1.0097 6.2945 0.363
H -4.3099 0.9345 7.8154 0.365
H -2.7261 2.7480 7.2167 0.393
H -1.4642 2.6449 5.1067 0.168
H 0.3204 1.7938 -2.9155 0.410
H 2.2016 3.2640 -3.5030 0.436
H 1.9403 5.7298 -3.4100 0.357
H -0.2276 6.6977 -2.6792 0.401
H -2.1109 5.2084 -2.0902 0.459
H -2.7017 -0.5527 -3.6587 0.701
H -1.4263 -2.8916 -3.6059 0.544
H 3.3576 -4.1695 -0.8989 0.381
H 4.6824 -2.7073 0.8690 0.469
H 2.5204 -4.5261 -2.8161 0.489
H 2.2255 -6.8480 -3.5387 0.349
H 0.0347 -7.9781 -3.2622 0.356
H -1.8642 -6.7109 -2.2833 0.354
H -1.5317 -4.4032 -1.4874 0.502
H -4.8312 0.3693 -0.1001 0.513
H -4.2950 0.0141 2.5111 0.562
O -1.0475 3.0107 0.3808 -0.331
C -0.8066 1.6997 -0.1389 0.075
O 0.5044 1.5772 -0.1731 -1.068
C -2.2560 2.4806 -2.2434 4.008
C -2.7447 2.0728 -3.6162 -1.664
C -3.8688 2.5998 -4.1683 -0.767
C -4.7890 3.4433 -3.5283 -1.578
C -4.4886 3.6563 -2.1779 0.241
C -3.3854 3.1973 -1.5335 -1.227
N -5.4569 4.4292 -1.3692 1.060
O -5.1617 4.7437 -0.2249 -0.609
O -6.4954 4.7854 -1.8956 -0.723
N -4.1543 2.2312 -5.5749 1.056
O -5.0959 2.7688 -6.1320 -0.706
O -3.4176 1.4424 -6.1435 -0.671
H -2.1053 1.4446 -4.2143 1.012
H -5.6708 3.8250 -4.0060 0.505
H -3.2931 3.3435 -0.4707 -0.029
C 1.8373 4.8696 3.4822 -0.897
N 0.3905 5.0053 3.4180 0.319
C -0.4170 5.6411 4.3424 -0.520
C -1.6868 5.4131 3.9566 -0.591
N -1.6446 4.6398 2.8097 0.472
C -2.8561 4.1484 2.1350 -0.415
C -0.3632 4.3902 2.4843 -0.245
Se 0.5331 3.1707 1.2694 0.196
H 2.2078 5.4549 4.3188 0.319
H 2.2870 5.2238 2.5551 0.316
H 2.1041 3.8192 3.6194 0.300
H -0.0192 6.1935 5.1756 0.454
H -2.6178 5.7347 4.3888 0.460
H -3.7112 4.6426 2.5901 0.425
H -2.9439 3.0677 2.2484 -0.049
H -2.8242 4.3862 1.0792 0.197
```

max |F|	0.0138	Eh/bohr
net charge	-2
E	-5455.66364	Eh
gap between HOMO and LUMO	4.34	eV
HOMO	-0.9	eV
LUMO level	3.48	eV

Entry from OMol25: C56H44BrIN7O4Zr as an isolated structure at a distorted geometry (wB97M-V/def2-TZVPD).

```
114
Properties=species:S:1:pos:R:3:mulliken_charge:R:1
Zr 0.1575 0.3422 0.5702 1.595
C 0.5850 -5.6944 5.7184 -0.703
C -0.4759 -5.4244 4.8918 -0.565
C -0.4792 -4.4784 3.8369 -0.218
C 0.6554 -3.7083 3.7010 -0.404
C 1.8243 -3.9665 4.5116 -0.659
C 1.7885 -5.0178 5.4507 -0.843
C 0.6960 -2.4194 2.8928 1.976
C 1.7136 -2.2676 1.8810 0.105
C 2.4175 -3.3920 1.3928 -0.755
C 2.9376 -3.0553 0.1697 -1.504
C 2.4749 -1.7133 -0.1188 0.349
C 2.8554 -0.9715 -1.3450 2.019
C 3.5375 -1.6899 -2.4493 -1.102
C 2.7705 -2.0608 -3.5522 0.502
C 3.3440 -2.6491 -4.6539 -1.269
C 4.6355 -3.1164 -4.5344 -0.347
C 5.4381 -2.8202 -3.4593 -0.830
C 4.8655 -2.0526 -2.4031 0.141
C 2.6260 0.3989 -1.4708 0.177
N 1.8925 1.1712 -0.6154 -0.196
C 2.0195 2.4788 -1.0429 0.999
C 1.5321 3.5926 -0.4436 1.127
C 1.7003 4.9893 -1.0551 -1.205
C 2.9092 5.6614 -0.8851 0.131
C 3.1720 6.8254 -1.6281 -0.724
C 2.1666 7.4162 -2.3737 -0.456
C 0.9568 6.7616 -2.5408 -0.809
C 0.7245 5.5356 -1.8841 -0.012
C 0.7534 3.5130 0.7352 0.975
C 0.1813 4.7152 1.4518 -1.745
C -0.5623 4.2524 2.4733 -1.465
C -0.5357 2.8165 2.3960 0.195
N 0.2754 2.3995 1.3253 -0.147
C -1.0220 1.9876 3.3698 1.384
C -0.8620 0.5924 3.5561 0.106
C -1.4427 -0.1852 4.6614 -1.499
C -0.9508 -1.4357 4.4925 -1.700
C -0.1837 -1.4308 3.3202 0.605
N -0.1630 -0.2476 2.7100 0.184
C -1.9194 2.6742 4.3365 -0.325
C -3.1635 3.2063 3.9481 0.030
C -3.9629 3.9744 4.8502 -0.779
C -3.5367 4.0384 6.1546 -0.418
C -2.3173 3.5237 6.5716 -0.957
C -1.5187 2.8287 5.6686 0.057
C 2.7086 2.4756 -2.3297 -1.225
C 3.2106 1.2205 -2.4981 -1.482
N 1.7310 -1.2340 0.8887 0.009
H 0.4126 -6.3515 6.5721 0.407
H -1.4377 -5.8807 5.0340 0.399
H -1.3624 -4.3577 3.2105 0.620
H 2.6735 -3.3289 4.3527 0.579
H 2.6308 -5.2710 6.0151 0.451
H 2.5490 -4.4019 1.8094 0.454
H 3.4638 -3.7647 -0.4714 0.451
H 1.7718 -1.7367 -3.5834 0.387
H 2.7959 -2.8220 -5.5956 0.415
H 5.1229 -3.6717 -5.3313 0.358
H 6.4777 -3.1206 -3.3204 0.405
H 5.4901 -1.6507 -1.5805 0.409
H 3.6051 5.1200 -0.2311 0.458
H 4.1618 7.2342 -1.3743 0.357
H 2.3575 8.3125 -2.9352 0.394
H 0.1912 7.0872 -3.1624 0.484
H -0.2386 5.0632 -2.0071 0.487
H 0.3241 5.7154 1.0934 0.494
H -1.1029 4.7729 3.2184 0.612
H -2.0619 0.1398 5.4145 0.714
H -1.1213 -2.2681 5.1477 0.591
H -3.4779 3.1606 2.8942 0.385
H -4.8463 4.4405 4.4051 0.411
H -4.0854 4.6362 6.8870 0.354
H -2.1017 3.6884 7.6109 0.440
H -0.5608 2.3941 6.0019 0.426
H 2.9295 3.4149 -2.8641 0.433
H 3.8975 0.7785 -3.2318 0.585
C -1.7096 -4.9002 -0.4276 -1.655
C -2.1090 -3.4696 -0.3177 0.438
N -2.9585 -2.9684 0.4693 -0.080
O -3.7078 -3.7831 1.2512 -0.459
C -1.2956 -2.5062 -1.0835 0.533
C -0.9996 -2.9093 -2.5223 -1.279
N -0.8476 -1.4799 -0.4922 -0.093
O -0.1507 -0.5835 -1.2886 -0.200
H -2.2824 -5.3524 -1.2816 0.320
H -1.9131 -5.4423 0.5584 0.523
H -0.6385 -4.9863 -0.5589 0.343
H -3.9152 -4.6535 0.9019 0.366
H -0.6433 -3.9498 -2.5889 0.329
H -0.3393 -2.1719 -2.9879 0.176
H -1.9442 -2.8965 -3.0753 0.307
N -5.0105 -0.5956 2.0277 -0.780
C -3.5515 -0.3564 2.1535 0.830
C -3.1921 0.4998 0.9976 -0.002
O -4.2072 0.9726 0.3614 -0.550
O -2.0377 0.7410 0.6495 -0.591
H -5.4791 -0.6594 2.9374 0.261
H -5.1834 -1.4897 1.6131 0.219
H -5.0194 0.5796 0.7855 0.439
H -2.9932 -1.2774 2.3073 -0.127
H -3.3939 0.1817 3.0771 0.355
Br -2.0850 -1.2744 -5.5546 -0.056
C -1.3575 -0.2231 -6.9216 0.056
C -2.0821 -0.0056 -8.0589 -0.212
C -1.6941 0.7379 -9.1318 -0.686
C -0.5422 1.4446 -9.0322 -0.462
C 0.2441 1.3981 -7.8558 -0.648
C -0.2087 0.6179 -6.7986 0.466
I 0.9910 0.8484 -5.0169 0.232
H -3.0505 -0.4837 -8.1056 0.344
H -2.3292 0.7254 -10.0048 0.380
H -0.2119 2.0614 -9.8367 0.390
H 1.2300 1.9171 -7.7708 0.292
```

max |F|	0.0667	Eh/bohr
net charge	+1
E	-5763.25415	Eh
gap between HOMO and LUMO (spin up / spin down)	5.92 / 5.92	eV
energy relative to the best compared isomer or geometry (same formula, charge and spin)	5.0	kJ/mol
HOMO (spin up / spin down)	-9.5 / -9.5	eV
LUMO level (spin up / spin down)	-3.59 / -3.59	eV

> net charge of number 1 (C56H39LiN8O6Se)?

-2

> The lowest net charge belongs to which entry?

C56H39LiN8O6Se